A molecular structure, C63H132CdClN7O7 at a distorted geometry, computed with ωB97M-V with the def2-TZVPD basis set.

Each line ends with the Löwdin charge.
Atoms and positions in Å:
Cd 13.39134 19.34734 14.06749  1.288
C 11.76538 20.17130 11.15044  -0.066
C 11.00744 18.85747 11.07188  -0.505
C 11.10752 18.36282 9.62890  -0.135
C 10.86231 16.85465 9.39929  -0.192
C 11.79822 16.06834 10.22341  -0.172
C 11.72750 16.39706 11.71770  -0.445
N 11.87353 17.91900 11.83614  -0.161
O 11.78254 18.22749 13.21994  -0.408
C 13.03189 15.93125 12.49736  -0.042
C 10.47941 15.83696 12.43801  -0.020
C 9.53339 18.96538 11.58217  -0.006
H 12.82928 20.11664 11.13139  0.051
H 11.52276 20.64787 12.11263  0.047
H 11.51209 20.81982 10.29142  0.090
H 12.11574 18.52144 9.31227  0.105
H 10.44264 18.97975 8.99886  0.127
H 11.02652 16.63059 8.36284  0.104
H 9.80751 16.65042 9.60023  0.104
H 12.81392 16.25123 9.87286  0.111
H 11.80442 14.96852 9.99855  0.135
H 13.89089 16.33734 11.91317  0.074
H 13.08261 14.85852 12.55503  0.055
H 12.94805 16.39735 13.51024  0.051
H 9.52931 15.77158 11.80278  0.102
H 10.33108 16.28854 13.37738  0.033
H 10.74563 14.79808 12.67601  0.066
H 9.12080 19.87936 11.14656  0.079
H 9.51235 19.01590 12.65498  0.056
H 8.87544 18.22164 11.20445  0.057
Cl 14.32424 21.43151 14.00748  0.080
C 15.78968 18.80127 12.15702  -0.071
C 16.65870 18.29658 13.38174  -0.486
C 17.73087 19.46504 13.55450  -0.102
C 18.56801 19.24310 14.82254  -0.159
C 17.57808 19.23199 15.97538  -0.132
C 16.51319 18.12855 15.93126  -0.464
N 15.82134 18.20054 14.60946  -0.128
O 14.94361 17.14052 14.38055  -0.102
C 17.13489 16.74697 16.27407  0.005
C 15.35236 18.47812 16.91243  -0.031
C 17.29764 17.06887 12.92953  -0.047
H 16.43227 18.85760 11.28456  0.079
H 15.36893 19.77352 12.32972  -0.021
H 15.01682 18.11440 11.79196  0.063
H 18.36695 19.38943 12.66328  0.121
H 17.26054 20.41554 13.56003  0.084
H 19.34591 19.98507 15.01063  0.118
H 19.12279 18.32393 14.71579  0.091
H 17.04868 20.18142 15.81247  0.101
H 18.00055 19.29989 16.95226  0.117
H 17.28739 16.70282 17.29511  0.062
H 16.45064 15.89480 16.08056  0.065
H 18.08810 16.58630 15.76664  0.079
H 15.78893 18.78380 17.88301  0.094
H 14.84050 19.33511 16.47946  0.037
H 14.66055 17.59989 17.03621  0.088
H 16.66410 16.19786 12.72782  0.089
H 18.07087 16.72212 13.59444  0.071
H 17.76343 17.33454 11.94133  0.115
H 15.38199 16.31189 14.49769  0.040
C 8.98278 21.53854 14.48262  -0.033
C 9.50049 22.94708 14.25229  -0.528
C 8.28400 23.86629 14.32090  -0.134
C 8.71404 25.32141 14.54953  -0.166
C 9.39498 25.43017 15.95204  -0.105
C 10.67153 24.53821 15.96787  -0.470
N 10.33842 23.17061 15.42426  -0.072
O 11.38980 22.21076 15.45858  -0.113
C 11.81727 25.21159 15.16788  -0.015
C 11.18715 24.42676 17.39663  -0.041
C 10.21932 23.18976 12.92682  -0.012
H 8.37771 21.46868 15.42920  0.109
H 9.85646 20.87842 14.49078  0.065
H 8.36017 21.16681 13.66964  0.084
H 7.75623 23.78410 13.35744  0.126
H 7.49570 23.56452 15.05033  0.131
H 7.87382 25.99028 14.44381  0.103
H 9.45841 25.71564 13.87022  0.085
H 8.70358 24.98987 16.68991  0.121
H 9.63063 26.45292 16.21248  0.115
H 11.93488 26.20546 15.53546  0.085
H 12.71376 24.56349 15.08977  0.068
H 11.40932 25.24513 14.14792  0.062
H 12.07002 23.76997 17.48310  0.048
H 11.38142 25.39729 17.86493  0.096
H 10.41092 24.03128 18.05886  0.079
H 10.21057 24.26606 12.64236  0.090
H 9.68309 22.67012 12.16380  0.073
H 11.18115 22.69189 12.86372  0.060
H 12.11057 22.56938 14.90656  0.025
C 15.54007 25.78645 15.02167  -0.038
C 16.86569 25.18971 15.57547  -0.487
C 17.43786 26.14090 16.64089  -0.143
C 16.65243 26.04351 17.94013  -0.169
C 16.67877 24.62095 18.48297  -0.158
C 16.09392 23.70372 17.44583  -0.507
N 16.95214 23.86201 16.22855  -0.068
O 16.65138 22.90571 15.24528  -0.091
C 16.29615 22.29168 17.93858  -0.040
C 14.56640 23.93690 17.27524  -0.032
C 17.86956 25.21224 14.34878  -0.021
H 14.93289 25.07634 14.42736  0.079
H 15.87163 26.58646 14.37223  0.077
H 14.97209 26.27839 15.80613  0.061
H 18.47703 25.99033 16.68979  0.102
H 17.28275 27.19347 16.34378  0.127
H 15.58365 26.32321 17.74532  0.116
H 17.02644 26.70982 18.69975  0.105
H 16.18275 24.55819 19.44282  0.116
H 17.70485 24.31083 18.78137  0.133
H 17.36366 22.17774 18.15634  0.097
H 15.66439 22.14965 18.81465  0.084
H 15.95268 21.49192 17.27055  0.059
H 14.29100 24.78344 16.67227  0.029
H 14.02766 23.05397 16.83761  0.066
H 14.09107 23.97848 18.27233  0.099
H 17.45962 24.62848 13.51812  0.064
H 18.85176 24.85058 14.67603  0.085
H 17.89292 26.30608 14.13098  0.088
H 15.70148 22.90083 15.09002  -0.049
C 15.40279 13.44092 14.07420  -0.036
C 14.54209 12.91267 15.24639  -0.463
C 14.00228 14.16439 16.04274  -0.121
C 12.85233 13.77109 16.88826  -0.192
C 11.69094 13.17156 16.04236  -0.108
C 12.24644 11.88178 15.41777  -0.531
N 13.40849 12.27695 14.58049  -0.062
O 13.86264 11.05088 13.96184  -0.036
C 12.53991 10.80459 16.46109  -0.028
C 11.13907 11.38990 14.50445  -0.039
C 15.48129 11.98678 16.09011  -0.011
H 15.81680 12.70388 13.39626  0.088
H 16.21214 14.03122 14.40816  0.058
H 14.79523 14.01912 13.43900  0.039
H 14.77658 14.62627 16.63040  0.106
H 13.59832 14.87538 15.26551  0.118
H 12.52034 14.65547 17.39202  0.063
H 13.11349 13.08499 17.72275  0.121
H 11.32090 13.79750 15.28607  0.089
H 10.90800 12.92455 16.76906  0.131
H 13.27254 11.04356 17.25494  0.063
H 11.60156 10.52151 16.95337  0.092
H 12.92644 9.94196 15.90790  0.088
H 10.87624 12.18839 13.82135  0.076
H 11.47570 10.47634 13.94714  0.099
H 10.25147 11.11667 15.03440  0.077
H 15.67166 11.00804 15.55718  0.104
H 15.03220 11.71022 17.04659  0.058
H 16.37717 12.53821 16.16743  0.059
H 13.81381 11.27880 13.03841  0.097
C 11.47599 16.75586 16.33176  -0.025
C 10.82066 17.83983 17.26724  -0.484
C 10.73865 17.18919 18.57155  -0.162
C 10.45869 18.17584 19.69417  -0.157
C 11.48796 19.27450 19.74632  -0.153
C 11.56601 20.01000 18.43415  -0.500
N 11.81570 18.93386 17.38946  -0.034
O 12.00975 19.51627 16.09963  -0.155
C 10.31601 20.86032 18.25092  -0.014
C 12.78358 20.93448 18.43067  -0.023
C 9.50621 18.22656 16.53421  0.010
H 11.24247 16.89546 15.28863  0.047
H 11.12711 15.78006 16.66568  0.066
H 12.54097 16.77265 16.55075  0.070
H 10.04343 16.39834 18.57232  0.112
H 11.65134 16.56718 18.73475  0.133
H 10.27523 17.70513 20.63509  0.105
H 9.50745 18.69036 19.41352  0.113
H 12.43644 18.86129 20.08710  0.124
H 11.25476 20.06113 20.49458  0.132
H 10.44710 21.45842 17.30291  0.072
H 9.43089 20.21720 18.12915  0.075
H 10.25410 21.63387 19.01182  0.093
H 12.78435 21.55810 19.28803  0.082
H 13.71977 20.36669 18.46221  0.082
H 12.68522 21.53056 17.52689  0.050
H 9.69058 19.24897 16.21204  0.052
H 8.62936 18.20538 17.17634  0.084
H 9.32207 17.60307 15.67381  0.075
H 11.53688 20.37183 16.01966  0.045
C 18.04855 25.36707 8.87474  -0.060
C 16.93205 24.41074 9.02533  -0.547
C 17.44112 23.17144 9.81726  -0.115
C 16.28129 22.20931 10.20264  -0.131
C 15.27209 23.08936 11.07340  -0.172
C 14.66793 24.17526 10.26530  -0.555
N 15.82646 24.95630 9.80272  -0.077
O 15.38456 26.15842 9.18130  -0.006
C 13.66064 23.60968 9.25160  -0.015
C 13.95197 25.10267 11.21864  -0.033
C 16.52063 24.04381 7.58592  -0.036
H 18.43799 25.67346 9.83067  0.080
H 17.73009 26.30462 8.42776  0.081
H 18.91365 24.94188 8.27784  0.113
H 18.24639 22.61370 9.23267  0.137
H 17.93350 23.44186 10.75347  0.113
H 16.67891 21.38997 10.82566  0.085
H 15.66282 21.70579 9.42367  0.110
H 15.71636 23.54711 11.98356  0.108
H 14.44762 22.42509 11.51218  0.072
H 13.01317 24.41740 8.81434  0.097
H 14.03608 23.02362 8.44058  0.047
H 12.92163 22.97052 9.80919  0.091
H 13.42665 25.82311 10.63659  0.070
H 13.33586 24.60057 11.94472  0.075
H 14.68784 25.67862 11.79072  0.092
H 15.87753 23.13956 7.64136  0.068
H 17.38462 23.65511 6.97832  0.099
H 16.10217 24.77722 6.90332  0.080
H 15.13208 25.90516 8.31696  0.055

As for the HOMO-LUMO gap: 7.59 eV. Its HOMO energy is -0.257 Ha. The calculation puts the energy at -109313.936 eV. The LUMO energy is 0.600 eV. The total charge is 0. For the strongest force on any atom, the calculation gives 0.069 hartree/bohr. The calculation puts the energy above the lowest of the compared OMol25 structures with the same formula, charge and spin at 0.8349 eV.